1) 11
Properties=species:S:1:pos:R:3:nbo_charge:R:1 method="wB97M-V/def2-TZVPD" e_homo_ev=-9.858
O 2.533 -1.880 -1.787 -0.49
C 1.690 -1.498 -1.133 0.50
C -0.580 0.537 -0.270 0.49
C 0.149 1.214 0.854 -0.73
O -0.708 0.979 -1.390 -0.50
C -1.207 -0.827 0.034 0.34
O -1.229 -1.307 1.140 -0.48
H 1.014 0.604 1.140 0.25
H -0.495 1.290 1.735 0.25
H 0.483 2.203 0.535 0.24
H -1.650 -1.315 -0.857 0.13



2) 11
Properties=species:S:1:pos:R:3:nbo_charge:R:1 method="wB97M-V/def2-TZVPD" smiles="O=C1[C@@H]2[C@H](O)[C@]12O" e_homo_ev=-9.874
O -0.536 0.733 -2.656 -0.55
C -0.224 0.401 -1.551 0.46
C 0.705 0.515 -0.512 -0.28
C 0.291 -0.598 0.359 0.04
O 1.025 -1.787 0.227 -0.67
C -0.910 0.044 -0.295 0.24
O -1.885 0.619 0.477 -0.64
H 1.422 1.381 -0.462 0.25
H 0.486 -0.441 1.428 0.20
H 0.893 -1.947 -0.723 0.46
H -2.649 0.578 -0.063 0.49



1) is preferred energetically. Next in line: 0.0928 hartree higher.